[1]
C25H36F18N5O2 | ωB97M-V/def2-TZVPD

The geometry in XYZ format:
```
86
Properties=species:S:1:pos:R:3:lowdin_charge:R:1
C 0.92 -4.49 0.38 -0.050
C 0.09 -3.64 1.43 -0.247
F -0.18 -4.53 2.55 -0.083
C -1.17 -2.85 0.92 -0.321
C -2.51 -3.77 0.71 -0.112
C -2.26 -5.26 0.26 -0.190
C -1.82 -5.48 -1.26 -0.189
C -2.72 -6.62 -2.01 -0.261
N -3.51 -5.93 -3.10 -0.051
N -1.60 -1.96 2.08 0.088
C -1.02 -0.64 2.01 -0.270
N -0.27 -0.16 3.03 0.059
C 0.37 1.19 2.97 -0.153
C -0.54 2.34 3.59 -0.053
C 0.29 3.67 3.98 -0.315
F 1.49 3.27 4.57 0.066
F -0.49 4.27 5.02 0.043
C 0.43 4.69 2.77 -0.218
F 0.51 3.94 1.59 0.104
F -0.85 5.34 2.70 0.087
C 1.49 5.85 2.94 -0.207
F 0.89 7.04 2.44 0.103
F 1.60 6.09 4.34 0.096
C 2.96 5.60 2.42 -0.204
F 3.60 4.75 3.34 0.105
F 3.62 6.87 2.63 0.081
C 3.16 5.27 0.89 -0.191
F 4.28 6.04 0.44 0.092
F 2.07 5.82 0.18 0.112
C 3.33 3.77 0.45 -0.216
F 2.34 3.52 -0.55 0.102
F 3.09 2.78 1.43 0.100
C 4.70 3.38 -0.27 -0.201
F 4.89 4.08 -1.49 0.116
F 4.52 2.03 -0.69 0.088
C 5.99 3.36 0.66 -0.349
F 7.07 3.83 -0.13 0.098
F 5.94 4.17 1.77 0.133
F 6.37 2.08 1.08 0.117
N -1.29 0.15 0.80 0.049
C -1.97 -0.70 -0.21 -0.129
C -1.03 -2.01 -0.40 -0.203
C 0.43 -1.50 -0.79 -0.179
C 0.42 -0.35 -1.91 -0.163
C -0.41 -0.89 -3.17 -0.272
N 0.21 -2.15 -3.70 -0.034
H 2.02 -4.17 0.45 0.093
H 0.62 -4.35 -0.70 0.070
H 0.90 -5.58 0.71 0.090
H 0.82 -2.86 1.86 0.144
H -3.11 -3.78 1.69 0.118
H -3.15 -3.21 -0.04 0.121
H -1.51 -5.85 0.91 0.106
H -3.25 -5.83 0.39 0.107
H -0.76 -5.91 -1.27 0.090
H -1.88 -4.57 -1.92 0.092
H -3.39 -7.18 -1.29 0.101
H -2.00 -7.32 -2.55 0.104
H -2.82 -5.43 -3.69 0.060
H -4.00 -5.17 -2.61 0.063
H -1.46 -2.43 2.97 0.120
H -0.15 -0.77 3.85 0.148
H 0.60 1.47 1.88 0.125
H 1.39 1.07 3.47 0.134
H -0.93 1.94 4.60 0.134
H -1.47 2.59 2.99 0.133
H -1.86 0.98 1.03 0.119
H -2.16 -0.14 -1.18 0.102
H -3.01 -0.99 0.19 0.132
H -1.45 -2.52 -1.33 0.129
H 1.00 -1.07 0.10 0.105
H 1.11 -2.32 -1.22 0.094
H -0.04 0.62 -1.54 0.102
H 1.47 -0.16 -2.32 0.110
H -1.50 -1.11 -2.90 0.089
H -0.46 -0.14 -4.02 0.110
H -0.47 -2.76 -4.16 0.053
H 1.01 -1.95 -4.30 0.058
O -2.75 0.90 -3.27 -0.317
C -3.28 1.97 -3.87 -0.466
C -2.60 2.19 -5.32 -0.516
O -3.12 3.26 -5.91 -0.319
H -3.18 2.94 -3.35 0.074
H -4.37 1.94 -4.07 0.075
H -2.71 1.22 -5.84 0.069
H -1.51 2.21 -5.12 0.065
```

E	-3195.6702	Eh
net charge	-1

---

[2]
C28H58BN8O11 | ωB97M-V/def2-TZVPD

The geometry in XYZ format:
```
106
Properties=species:S:1:pos:R:3:lowdin_charge:R:1
O 1.36 -3.03 -4.67 0.204
C 0.72 -2.07 -4.93 -0.478
O 1.15 -1.09 -5.75 0.128
C -0.68 -1.93 -4.43 -0.042
C -1.62 -2.89 -4.79 0.060
C -2.93 -2.75 -4.38 -0.003
N -3.27 -1.71 -3.61 0.138
C -2.40 -0.77 -3.22 0.036
C -1.07 -0.86 -3.62 -0.134
C -0.14 0.24 -3.20 0.001
B -0.39 1.43 -4.24 -0.591
O 0.49 1.74 -5.26 0.154
O -1.58 2.14 -4.11 0.141
H 1.93 -0.66 -5.37 0.147
H -1.31 -3.71 -5.42 0.144
H -3.67 -3.46 -4.69 0.149
H -4.24 -1.59 -3.33 0.161
H -2.73 0.05 -2.61 0.167
H -0.41 0.53 -2.19 0.123
H 0.89 -0.11 -3.19 0.121
H 0.29 1.16 -6.01 0.111
H -2.27 1.77 -4.68 0.089
C -0.68 -2.66 -0.08 -0.331
O -0.42 -1.62 -0.69 -0.011
N -0.19 -3.86 -0.38 -0.179
C -0.54 -5.05 0.39 -0.039
C 0.71 -4.00 -1.51 -0.026
H -1.34 -2.66 0.79 0.125
H 0.37 -5.48 0.82 0.098
H -1.02 -5.78 -0.26 0.089
H -1.21 -4.79 1.20 0.083
H 1.60 -3.38 -1.36 0.102
H 0.22 -3.68 -2.42 0.062
H 1.01 -5.04 -1.61 0.096
C -0.21 -3.00 4.71 -0.375
O -0.03 -3.66 3.69 -0.024
N -0.69 -1.75 4.74 -0.175
C -0.88 -1.03 5.99 -0.043
C -1.02 -1.10 3.49 -0.040
H 0.01 -3.40 5.71 0.137
H -1.93 -0.77 6.10 0.071
H -0.28 -0.12 5.99 0.085
H -0.58 -1.65 6.83 0.090
H -1.78 -1.68 2.97 0.080
H -0.13 -1.05 2.86 0.093
H -1.39 -0.10 3.68 0.081
C -1.14 3.27 6.72 -0.349
O -0.39 2.34 6.96 0.017
N -2.45 3.13 6.42 -0.197
C -3.30 4.27 6.14 -0.058
C -3.00 1.79 6.37 -0.043
H -0.80 4.32 6.74 0.134
H -4.12 4.31 6.85 0.090
H -3.71 4.20 5.13 0.087
H -2.73 5.20 6.22 0.083
H -2.89 1.31 7.34 0.100
H -2.47 1.21 5.63 0.057
H -4.06 1.85 6.11 0.090
C 2.84 -2.37 5.70 -0.351
O 2.27 -2.10 6.74 0.005
N 4.16 -2.21 5.47 -0.177
C 4.77 -2.56 4.20 -0.051
C 4.99 -1.67 6.53 -0.047
H 2.31 -2.79 4.83 0.114
H 5.53 -3.32 4.36 0.090
H 5.23 -1.68 3.76 0.077
H 4.01 -2.95 3.52 0.082
H 4.93 -2.31 7.41 0.094
H 4.64 -0.68 6.80 0.095
H 6.01 -1.60 6.19 0.054
C -6.76 0.24 -4.81 -0.332
O -6.26 -0.68 -4.16 -0.021
N -6.23 0.77 -5.92 -0.184
C -6.87 1.86 -6.64 -0.027
C -4.97 0.24 -6.42 -0.038
H -7.70 0.71 -4.52 0.141
H -7.09 1.55 -7.66 0.099
H -6.20 2.73 -6.68 0.089
H -7.79 2.15 -6.15 0.090
H -5.08 -0.82 -6.65 0.095
H -4.19 0.35 -5.66 0.066
H -4.68 0.78 -7.32 0.090
C 7.57 0.94 5.24 -0.332
O 6.66 0.18 4.97 -0.007
N 8.87 0.60 5.27 -0.195
C 9.91 1.56 5.60 -0.054
C 9.24 -0.76 4.96 -0.035
H 7.39 2.00 5.49 0.137
H 10.60 1.66 4.77 0.090
H 10.45 1.23 6.49 0.091
H 9.47 2.53 5.81 0.083
H 8.91 -1.02 3.95 0.093
H 8.76 -1.45 5.66 0.090
H 10.32 -0.87 5.02 0.087
C -3.12 3.97 -7.74 -0.369
O -4.00 4.19 -8.55 0.014
N -2.01 4.70 -7.57 -0.190
C -1.02 4.34 -6.57 -0.046
C -1.80 5.88 -8.41 -0.029
H -3.17 3.11 -7.05 0.116
H -0.90 5.15 -5.85 0.103
H -0.06 4.15 -7.05 0.097
H -1.34 3.45 -6.05 0.040
H -2.62 6.58 -8.27 0.096
H -1.78 5.58 -9.46 0.095
H -0.86 6.35 -8.14 0.088
```

E	-2392.1374	Eh
net charge	+1

---

[3]
C7H20ClRhSiTm | ωB97M-V/def2-TZVPD

The geometry in XYZ format:
```
31
Properties=species:S:1:pos:R:3:lowdin_spin:R:1
Tm -0.39 -0.03 -0.17 2.235
Cl -0.86 2.02 -1.48 0.132
C -2.50 -0.41 0.59 0.007
H -2.51 -0.90 1.60 0.000
H -3.05 -1.01 -0.11 0.001
H -2.98 0.58 0.67 0.000
Rh -0.03 0.06 -2.90 1.977
C 1.88 0.61 -3.41 0.283
C -1.27 -0.08 -4.55 0.296
C -0.08 -1.63 -1.92 0.728
H -1.65 -1.12 -4.54 0.028
H -2.08 0.65 -4.44 0.028
H -0.65 0.11 -5.44 0.037
H 2.54 -0.20 -3.05 0.032
H 1.91 0.69 -4.51 0.036
H 2.12 1.57 -2.93 0.032
H -0.99 -2.27 -1.78 0.069
H 0.92 -1.96 -1.54 0.070
C -0.53 -0.84 3.71 0.001
Si 0.54 0.21 2.59 0.005
C 0.43 2.04 2.94 -0.001
C 2.28 -0.45 2.45 0.002
H -1.57 -0.48 3.69 0.000
H -0.07 -0.73 4.70 0.000
H -0.51 -1.90 3.38 0.000
H 0.84 2.15 3.96 0.000
H 1.02 2.62 2.21 0.000
H -0.62 2.38 2.90 0.000
H 2.70 -0.34 3.47 0.000
H 2.28 -1.51 2.15 0.000
H 2.88 0.14 1.73 0.000
```

multiplicity	7
E	-2223.9586	Eh
expectation value of S²	12.010
net charge	-1

---

[4]
C2H4N2O | ωB97M-V/def2-TZVPD

The geometry in XYZ format:
```
9
Properties=species:S:1:pos:R:3:lowdin_charge:R:1
C -1.42 -0.08 -0.13 -0.308
C -0.08 -0.64 0.20 -0.100
N 1.71 0.82 -0.39 0.005
N 1.04 0.60 0.61 -0.019
O -1.76 1.07 -0.12 0.062
H -2.13 -0.89 -0.40 0.117
H -0.12 -1.23 1.11 0.094
H 0.34 -1.20 -0.63 0.091
H 2.41 1.57 -0.23 0.060
```

E	-263.2678	Eh
SMILES	[H]/N=N/CC=O
energy above the lowest of the compared OMol25 structures with the same formula, charge and spin	250.7	kJ/mol
net charge	0

---

[5]
C44H37Cl2N9O2SeSn | ωB97M-V/def2-TZVPD

The geometry in XYZ format:
```
96
Properties=species:S:1:pos:R:3:lowdin_charge:R:1
Sn 0.17 -4.86 -4.07 0.460
N 2.84 0.68 2.72 0.097
C 3.21 0.64 1.37 -0.157
N 3.66 1.61 0.69 0.147
C 3.73 2.86 1.37 -0.281
N 3.48 3.98 0.75 0.073
N 3.23 3.90 -0.62 0.031
C 4.26 4.15 -1.35 -0.099
C 3.98 3.72 -2.74 -0.266
C 4.45 4.11 -3.99 -0.014
C 4.08 3.23 -5.05 -0.072
C 3.17 2.18 -4.92 -0.080
C 2.72 1.96 -3.67 -0.152
N 3.18 2.65 -2.65 0.097
C 4.06 2.71 2.80 -0.116
C 4.91 3.46 3.55 -0.029
C 5.01 3.35 4.97 -0.042
C 4.43 2.21 5.61 -0.070
C 3.62 1.38 4.92 -0.021
C 3.46 1.64 3.52 -0.188
H 2.16 -0.04 3.10 0.163
H 2.96 -0.22 0.86 0.101
H 5.26 4.42 -1.00 0.115
H 5.15 4.92 -4.18 0.098
H 4.65 3.37 -5.94 0.087
H 2.81 1.59 -5.77 0.114
H 2.02 1.13 -3.53 0.121
H 5.45 4.30 3.20 0.098
H 5.61 4.05 5.38 0.051
H 4.66 2.14 6.58 0.058
H 3.09 0.59 5.31 0.082
Se -4.59 0.26 8.73 1.085
N -4.00 -1.11 7.79 -0.229
C -2.92 -0.56 7.09 -0.349
C -2.14 -1.42 6.26 -0.084
C -2.37 -2.74 5.98 -0.019
C -1.58 -3.48 5.05 -0.009
C -0.53 -2.73 4.39 -0.059
N -0.27 -1.40 4.68 0.101
C -1.02 -0.76 5.51 -0.162
C -0.82 0.70 5.60 -0.147
N 0.11 1.27 4.85 0.110
C 0.07 2.60 4.70 -0.094
C -0.86 3.44 5.33 -0.056
C -1.55 2.88 6.35 -0.035
C -1.77 1.50 6.37 -0.056
C -2.77 0.77 7.19 -0.385
N -3.61 1.53 7.91 -0.200
H -3.15 -3.25 6.45 0.089
H -2.01 -4.46 4.90 0.096
H 0.08 -3.06 3.56 0.095
H 1.00 2.90 4.10 0.130
H -0.58 4.46 5.48 0.102
H -1.97 3.68 6.99 0.129
H -0.39 -6.70 -4.15 -0.164
C 4.51 -4.42 0.26 -0.123
C 3.49 -4.40 -0.93 -0.499
C 2.20 -4.06 -0.17 -0.154
C 3.29 -5.72 -1.72 -0.008
H 4.49 -3.36 0.46 0.040
H 5.61 -4.53 0.17 0.065
H 4.20 -5.00 1.16 0.078
H 3.69 -3.66 -1.75 0.130
H 1.87 -5.00 0.28 0.061
H 1.42 -3.65 -0.82 0.044
H 2.31 -3.51 0.86 0.083
H 2.25 -6.13 -1.84 -0.003
H 4.22 -5.85 -2.43 0.070
Cl -5.95 2.99 0.06 0.534
C -6.03 4.14 -1.32 -0.640
C -5.02 4.02 -2.25 -0.133
C -5.22 4.61 -3.51 -0.004
C -6.41 5.27 -3.77 -0.180
C -7.34 5.44 -2.75 -0.033
C -7.22 4.84 -1.49 -0.101
C -6.88 5.78 -5.04 -0.762
O -6.51 6.86 -5.49 -0.032
O -7.73 5.00 -5.59 -0.077
H -4.22 3.33 -2.12 0.091
H -4.39 4.54 -4.21 0.118
H -8.20 6.05 -3.04 0.127
H -8.11 4.89 -0.88 0.093
Cl -2.45 -6.13 -10.03 0.552
C -2.18 -5.70 -8.32 -0.669
C -1.73 -4.47 -7.88 -0.124
C -1.79 -4.19 -6.50 -0.148
C -2.29 -5.01 -5.53 -0.504
C -2.17 -4.90 -4.12 -0.439
C -2.70 -6.26 -6.00 -0.096
C -2.65 -6.58 -7.32 -0.144
H -1.37 -3.77 -8.69 0.113
H -1.62 -3.08 -6.15 0.136
H -2.33 -5.78 -3.53 -0.018
H -2.80 -4.17 -3.57 0.043
H -3.16 -6.91 -5.24 0.120
H -2.93 -7.61 -7.63 0.101
```

E	-5877.9494	Eh
energy above the lowest of the compared OMol25 structures with the same formula, charge and spin	59.3	kJ/mol
net charge	-2

---

Question: The lowest E belongs to which entry?
Answer: C44H37Cl2N9O2SeSn